Below is a structure of composition C37H49BrIN3O6PS2SbZr, with properties calculated with the ωB97M-V functional and the def2-TZVPD basis.

Cartesian coordinates (Å):
1 I -1.42374 0.57349 2.33421
2 Sb 2.68691 0.70951 -2.30505
3 Zr 0.57980 0.25572 -0.10885
4 Br 2.03416 -7.48089 -1.23227
5 S -3.76575 -2.55224 1.95717
6 S -3.76827 -0.75774 -0.43907
7 P 3.13771 -0.04424 2.14896
8 O -0.41578 -0.58905 -2.06493
9 O 2.20982 3.15917 -0.94929
10 O 1.85563 -0.55386 1.31917
11 O -0.32367 -1.69406 0.42300
12 O 1.17094 1.74568 3.26671
13 O 1.38132 -2.01304 -0.92920
14 N -4.25228 -3.37734 -0.40257
15 N -0.93208 -5.71900 0.99542
16 N 1.63709 1.90797 0.89149
17 C -0.53205 -0.60478 -4.43721
18 C -1.23402 3.40729 -2.84827
19 C -0.82837 1.98338 -0.76630
20 C -1.12398 4.72491 -2.40672
21 C 3.40884 -0.03086 3.98727
22 C -3.81526 3.66810 0.79901
23 C -2.20797 5.52022 -4.40449
24 C 2.19465 1.70383 2.22240
25 C 3.84723 -1.79686 2.02316
26 C 0.93527 -6.17806 -0.41754
27 C -0.71293 2.25550 -2.07617
28 C -1.69342 -2.35477 -2.96925
29 C 4.58697 0.71236 1.29652
30 C -1.05768 3.83190 0.93558
31 C -0.12281 -6.58024 0.38819
32 C -4.23446 -4.30798 1.81486
33 C 3.00120 -1.03905 -3.50941
34 C -1.60818 5.76917 -3.17753
35 C -3.96355 -2.24268 0.24835
36 C -0.70090 -4.42018 0.81476
37 C 1.16895 -4.83156 -0.61959
38 C -0.82788 -1.13608 -3.06714
39 C -1.81574 3.17319 -4.09447
40 C -4.31045 -4.63789 0.31822
41 C 2.25113 2.93037 0.26396
42 C 4.74985 1.19066 -2.09077
43 C 0.48970 -2.45861 -0.17654
44 C -1.63827 2.91169 0.06055
45 C -3.02924 2.85400 -0.00421
46 C -2.30817 4.21563 -4.86460
47 C -1.84123 4.65217 1.72893
48 C 0.32155 -3.93212 0.01326
49 C -3.22633 4.56800 1.67310
50 C 0.39490 0.67687 3.56674
51 C 3.10163 3.73940 1.22820
52 C 3.02495 2.96659 2.53826
53 C 2.34963 2.13764 -3.84774
54 H -3.47635 -5.27900 0.02861
55 H -1.46182 -0.21687 -4.86128
56 H 2.89266 1.84090 -4.74431
57 H 0.20496 0.19405 -4.40553
58 H 2.72590 3.08358 -3.46444
59 H -1.72235 -2.71533 -1.94375
60 H -2.58820 6.33885 -5.00199
61 H 2.49346 3.53511 3.29975
62 H -5.24144 -5.15478 0.08134
63 H 4.84193 2.16047 -1.60588
64 H -4.41050 -3.33091 -1.39581
65 H 5.23548 1.16924 2.04415
66 H 0.82974 -0.30072 3.39337
67 H -3.47959 -4.91841 2.30585
68 H 4.10926 3.83318 0.82131
69 H -0.18787 -1.40693 -5.09031
70 H -0.31987 -7.63428 0.54556
71 H -1.36902 5.35736 2.40227
72 H -1.33530 -3.12746 -3.65100
73 H -1.51340 6.78661 -2.81924
74 H 4.43049 -0.36493 4.16991
75 H 1.97577 -4.46866 -1.24183
76 H -4.89433 3.59705 0.73812
77 H 2.68994 4.74784 1.29502
78 H -2.70608 -2.07307 -3.26985
79 H 5.15509 -0.05437 0.77501
80 H 1.29403 2.26843 -4.07512
81 H -1.35609 -3.72064 1.32259
82 H 2.08737 -1.62624 -3.56889
83 H 4.29202 1.47936 0.58593
84 H -5.19093 -4.45596 2.31090
85 H -0.17820 1.55766 -2.71479
86 H -0.64475 4.92554 -1.45928
87 H -1.89699 2.15371 -4.45718
88 H 5.26811 0.43545 -1.50613
89 H 3.21349 -2.49842 2.57096
90 H 0.01857 3.89231 0.99987
91 H 3.33940 -0.76590 -4.50844
92 H -3.49830 2.15371 -0.68374
93 H 2.74527 -0.75602 4.46007
94 H 3.24649 0.94174 4.44676
95 H 4.00439 2.72112 2.94604
96 H 4.86303 -1.85790 2.42522
97 H 0.00402 0.79085 4.57352
98 H 5.18054 1.23969 -3.09005
99 H 3.75864 -1.65373 -3.02388
100 H -3.83868 5.20150 2.30200
101 H -2.76892 4.01117 -5.82320
102 H 3.86336 -2.11475 0.97874

Force components x, y, z for each atom (eV/Å):
I 0.06 -0.05 0.05
Sb 0.03 0.15 -0.06
Zr 0.07 -0.66 0.04
Br -0.01 0.01 0.00
S -0.02 -0.02 -0.01
S -0.03 0.01 0.02
P -0.08 0.03 0.01
O 0.13 0.23 -0.11
O 0.01 0.02 0.02
O -0.12 0.14 0.15
O -0.16 -0.09 0.02
O 0.03 0.09 -0.05
O -0.02 0.12 0.10
N -0.09 -0.02 -0.01
N -0.03 0.02 0.01
N 0.11 0.03 0.03
C 0.04 0.03 -0.01
C 0.00 0.03 -0.01
C 0.09 0.13 -0.14
C 0.00 -0.02 0.02
C 0.08 0.05 -0.09
C -0.03 -0.02 -0.02
C -0.01 0.02 -0.01
C 0.02 -0.05 0.02
C -0.03 0.03 0.05
C -0.01 0.03 0.00
C -0.02 -0.09 -0.01
C 0.00 0.01 0.03
C -0.01 -0.04 0.06
C -0.05 -0.05 -0.02
C 0.04 -0.05 -0.03
C -0.02 0.04 0.07
C -0.01 0.00 0.02
C -0.01 0.04 -0.02
C 0.14 -0.02 -0.03
C -0.05 0.05 0.02
C -0.07 0.02 0.06
C -0.13 -0.07 0.06
C -0.01 0.02 -0.01
C 0.01 -0.02 -0.03
C 0.06 0.07 -0.02
C -0.03 0.01 0.05
C 0.08 -0.14 -0.11
C 0.05 0.09 -0.01
C -0.01 0.03 0.01
C 0.00 0.00 -0.01
C -0.02 0.01 0.02
C 0.09 -0.02 -0.04
C -0.01 0.04 0.03
C -0.08 -0.04 0.03
C -0.02 0.01 -0.04
C -0.01 -0.02 -0.01
C -0.07 -0.03 0.01
H 0.03 0.00 0.00
H 0.00 -0.01 -0.01
H 0.02 0.01 0.00
H 0.00 -0.01 -0.01
H 0.00 0.01 -0.01
H -0.01 0.01 0.01
H 0.00 0.00 0.00
H -0.01 -0.02 0.01
H 0.02 -0.01 0.01
H -0.01 0.01 -0.01
H 0.01 0.04 0.00
H 0.04 -0.01 -0.02
H 0.02 0.00 0.01
H -0.01 -0.01 0.00
H 0.00 -0.01 -0.02
H 0.00 -0.02 0.00
H 0.02 0.00 -0.01
H 0.01 0.00 0.00
H -0.01 -0.01 0.00
H 0.00 0.00 0.00
H -0.01 0.00 0.03
H 0.01 -0.01 0.00
H 0.00 0.00 0.00
H 0.01 0.00 -0.02
H 0.00 -0.02 -0.01
H -0.01 0.00 -0.01
H 0.01 0.00 -0.03
H 0.03 0.01 -0.02
H -0.01 -0.01 -0.01
H 0.00 0.02 0.00
H 0.00 -0.01 -0.01
H -0.07 0.01 0.05
H 0.00 0.00 0.00
H 0.00 0.01 0.01
H 0.02 -0.01 -0.01
H 0.01 -0.01 0.01
H 0.03 0.01 0.01
H 0.01 0.00 0.00
H 0.01 -0.01 -0.01
H 0.00 -0.03 -0.02
H -0.01 0.01 -0.01
H 0.01 0.00 0.00
H -0.01 0.01 0.01
H 0.00 0.00 -0.02
H 0.00 0.00 -0.01
H 0.00 -0.02 -0.01
H 0.00 0.00 0.00
H 0.00 0.00 0.00
H -0.01 0.03 -0.02

Output
- net charge = 0
- HOMO level (hartree) = -0.2751
- E (Ha) = -6351.865154
- HOMO-LUMO gap (eV) = 7.58

Below is a structure of composition C10H24AlClO2P2, with properties calculated with the ωB97M-V functional and the def2-TZVPD basis.

Cartesian coordinates (Å):
1 Cl -1.96002 -0.22420 1.25509
2 P -0.69722 -2.31197 -0.80839
3 P -0.82951 2.24429 -0.84423
4 Al -0.18239 0.08358 0.09725
5 O 2.32323 -1.58450 -0.36643
6 O 2.32039 1.48135 -1.29392
7 C 2.13097 -0.07009 -3.15668
8 C 1.58504 -0.69277 -0.74000
9 C -0.23738 -3.36890 0.61752
10 C 1.03193 0.73852 1.54070
11 C 2.00311 0.37079 -1.73867
12 C 0.20687 3.63936 -0.28334
13 C -2.50627 2.76983 -0.35106
14 C -0.83519 2.43752 -2.65724
15 C 0.08126 -3.20215 -2.20168
16 C -2.47093 -2.68780 -1.03923
17 H -2.90441 -1.93053 -1.70414
18 H 2.42537 0.78605 -3.77489
19 H -0.34343 -4.42390 0.33562
20 H 1.35424 -0.12729 2.13753
21 H -0.37833 -4.19706 -2.29541
22 H 0.30933 3.59292 0.80787
23 H -1.52854 1.70790 -3.09516
24 H 1.20222 3.55065 -0.73432
25 H -1.16056 3.45462 -2.91632
26 H -2.58225 -3.68004 -1.49449
27 H -0.26665 4.58753 -0.57460
28 H -3.24747 2.13288 -0.84666
29 H -0.08025 -2.63702 -3.12984
30 H -2.61795 2.65792 0.73292
31 H 1.16055 -3.30534 -2.03091
32 H -2.98860 -2.64826 -0.07462
33 H -0.89166 -3.13024 1.46300
34 H 0.80350 -3.16358 0.89583
35 H 0.51113 1.43231 2.21512
36 H -2.66417 3.81789 -0.63765
37 H 0.17140 2.26308 -3.05778
38 H 1.93367 1.23405 1.15290
39 H 1.18405 -0.48613 -3.53416
40 H 2.90423 -0.84806 -3.22553

Force components x, y, z for each atom (eV/Å):
Cl -0.06 -0.44 -0.14
P -0.20 -2.23 0.16
P -0.35 1.10 -0.76
Al -2.73 1.25 1.09
O -3.39 3.78 -1.60
O -1.28 -3.89 -1.11
C -0.13 -0.21 -0.30
C 4.06 -5.20 2.84
C 0.23 0.91 0.22
C 2.37 -0.37 0.25
C 1.76 5.13 -0.40
C 0.32 -0.47 0.23
C -0.01 -0.50 0.14
C 0.01 -0.28 -0.04
C 0.41 0.78 -0.30
C -0.26 1.05 -0.04
H -0.13 -0.28 0.10
H -0.05 -0.15 0.27
H 0.01 0.26 -0.11
H -0.12 0.07 -0.24
H 0.10 0.35 0.14
H -0.01 0.17 -0.24
H 0.13 0.23 -0.01
H -0.23 0.18 0.15
H 0.10 -0.30 0.05
H 0.27 0.21 0.10
H 0.11 -0.34 0.05
H 0.07 0.15 0.15
H 0.02 -0.31 0.10
H -0.05 0.08 -0.21
H -0.27 -0.08 -0.08
H 0.16 0.05 -0.23
H 0.15 -0.08 -0.15
H -0.14 -0.25 0.06
H -0.60 -0.17 -0.67
H 0.14 -0.29 0.02
H -0.24 0.14 0.02
H -0.25 -0.14 0.28
H 0.24 0.03 0.16
H -0.16 0.07 0.04

Output
- net charge = +2
- HOMO level (spin up / spin down) (hartree) = -0.6176 / -0.6169
- E (Ha) = -1930.638885
- HOMO-LUMO gap (spin up / spin down) (eV) = 5.85 / 5.82

Below is the molecule C4H9NO, with properties calculated with the ωB97M-V functional and the def2-TZVPD basis.

Cartesian coordinates (Å):
1 O -1.39362 -2.08529 1.04327
2 N -0.99532 -0.05537 0.22397
3 C 0.21447 1.13227 -1.64614
4 C -0.28659 1.20197 -0.21589
5 C -0.58722 -1.13960 0.87425
6 C 0.83581 -1.24352 1.33298
7 H -0.52481 0.79101 -2.25258
8 H 0.82154 1.95926 -2.03765
9 H -2.18823 -0.31556 0.09676
10 H 0.93995 0.23016 -1.88853
11 H 1.07414 -0.56269 2.00593
12 H -0.85326 2.06400 -0.15947
13 H 1.13401 -2.19313 1.51001
14 H 1.43007 -1.01883 0.62046
15 H 0.37906 1.23533 0.49262

Force components x, y, z for each atom (eV/Å):
O 1.20 1.43 -0.03
N -5.65 0.77 -1.49
C 4.28 -2.19 0.61
C -2.30 -3.38 -3.07
C -0.57 -2.56 0.55
C -4.77 -1.24 0.15
H -2.66 0.02 -2.03
H -0.82 0.24 0.30
H 4.62 1.54 0.03
H -0.93 1.44 1.26
H 0.80 2.75 3.86
H -1.82 1.42 0.57
H 0.26 -3.04 1.48
H 3.95 1.94 -5.63
H 4.43 0.85 3.45

Output
- net charge = 0
- HOMO level (hartree) = -0.3475
- E (Ha) = -287.719357
- HOMO-LUMO gap (eV) = 10.32

Below is the ion C10H13N2 with charge +1, with properties calculated with the ωB97M-V functional and the def2-TZVPD basis.

Cartesian coordinates (Å):
1 N -1.12542 3.35775 0.23987
2 N 0.79626 0.36878 0.32804
3 C 3.40688 -0.02819 -0.27059
4 C 2.94894 -0.42356 0.98471
5 C -1.52394 -1.85068 -0.14581
6 C 1.57437 -0.28183 1.25456
7 C 2.59599 0.59950 -1.18317
8 C -0.93745 2.23977 0.26478
9 C -1.48955 -0.28752 -0.30106
10 C -2.92154 0.16138 -0.08576
11 C -0.57049 0.60976 0.60149
12 C 1.27479 0.76861 -0.86156
13 H -2.41232 -2.27539 -0.70599
14 H 0.93819 -0.60138 1.98749
15 H 0.61130 1.26725 -1.50338
16 H -1.45074 -2.01477 0.92866
17 H -3.09054 0.92463 0.62740
18 H -0.95905 0.36965 1.70166
19 H -3.28892 0.61774 -1.06270
20 H 4.48407 -0.21512 -0.40955
21 H -3.52005 -0.66394 0.17841
22 H 2.85121 0.78994 -2.13307
23 H -1.31640 -0.27215 -1.40989
24 H -0.59770 -2.30788 -0.56097
25 H 3.72210 -0.85235 1.53642

Force components x, y, z for each atom (eV/Å):
N -0.34 1.78 -0.34
N 2.35 -0.21 0.39
C 1.20 0.07 0.83
C -2.25 0.55 -1.35
C 1.65 0.56 0.16
C 1.70 1.33 -2.90
C -1.47 -1.35 2.47
C 1.41 -5.58 1.55
C -0.88 -0.85 -1.49
C -0.43 1.31 -2.46
C -4.38 1.31 -0.15
C 0.89 -0.11 0.86
H 1.06 0.55 1.09
H -0.51 -1.01 2.59
H -0.90 0.50 -0.71
H -0.80 -0.80 0.10
H 0.11 0.81 0.96
H 1.47 0.88 -2.16
H 0.10 -0.70 1.26
H -0.69 0.26 -0.49
H -0.93 -0.82 0.21
H 1.32 1.03 -3.17
H 0.60 1.18 0.95
H -0.57 0.19 0.08
H 0.29 -0.88 1.72

Output
- net charge = +1
- HOMO level (hartree) = -0.5482
- E (Ha) = -498.016772
- HOMO-LUMO gap (eV) = 9.93